## w
# H12O6

A 6-piece molecular cluster, H12O6 overall (ωB97M-V/def2-TZVPD, the Open Molecules 2025 dataset).

Geometry as XYZ:
```
18
Properties=species:S:1:pos:R:3:mulliken_charge:R:1
O 0.92 -1.99 1.38 -0.73
O -2.44 3.71 -0.14 -0.57
O 2.34 -2.79 -1.12 -0.63
O 0.06 2.58 1.94 -0.61
O -0.59 -0.08 -0.23 -0.66
O -1.09 -0.89 -2.67 -0.04
H 0.81 2.29 1.42 0.34
H 3.23 -2.51 -1.33 0.35
H 0.91 -1.94 2.34 0.31
H 0.02 -0.59 0.30 0.39
H -0.39 1.77 2.18 0.28
H -0.89 0.62 0.35 0.27
H -0.56 -1.69 -2.69 0.43
H -1.61 3.40 0.21 0.34
H 0.41 -2.78 1.18 0.35
H 2.15 -2.37 -0.28 0.34
H -2.28 3.84 -1.07 0.33
H -0.99 -0.56 -1.77 0.51
```

Computed properties:
Frontier orbital gap (spin up / spin down) = 11.2 / 2.7 eV
Net charge = +1
Multiplicity = 2
⟨S²⟩ = 0.754
HOMO (spin up / spin down) = -15.0638 / -14.2200 eV

## x
# H12O6

A 6-piece molecular cluster, H12O6 overall (ωB97M-V/def2-TZVPD, the Open Molecules 2025 dataset).

Geometry as XYZ:
```
18
Properties=species:S:1:pos:R:3:mulliken_charge:R:1
O -1.35 1.92 -0.11 -0.65
O 0.72 -0.89 1.12 -0.53
O -1.98 -1.50 0.70 -0.64
O 1.06 0.85 -1.55 -0.54
O 1.10 1.82 1.35 -0.11
O 1.52 -2.02 -1.51 -0.69
H 1.41 0.59 -0.70 0.29
H 0.64 1.69 -1.39 0.30
H -2.08 2.50 0.12 0.31
H -2.83 -1.16 0.98 0.31
H 1.31 0.92 1.10 0.36
H 1.07 -1.45 -2.13 0.34
H -0.22 -0.82 1.29 0.41
H 2.37 -1.60 -1.37 0.34
H -1.68 1.04 0.04 0.34
H 0.78 -1.40 0.31 0.38
H 0.23 1.97 0.98 0.46
H -2.06 -2.45 0.78 0.29
```

Computed properties:
Frontier orbital gap (spin up / spin down) = 11.9 / 4.4 eV
Net charge = +1
Multiplicity = 2
⟨S²⟩ = 0.756
HOMO (spin up / spin down) = -15.5066 / -15.4969 eV

What should be chosen as the least stable of them? Choose w.

## w
# C2H3BrSi

One molecule with the formula C2H3BrSi (ωB97M-V/def2-TZVPD, the Open Molecules 2025 dataset).

Geometry as XYZ:
```
7
Properties=species:S:1:pos:R:3:mulliken_charge:R:1
Br -2.89 -0.21 0.02 -0.18
Si -0.89 0.71 -0.15 0.36
C 0.06 -0.80 0.12 -0.72
C 0.52 -1.87 -0.07 0.30
H -0.21 1.53 -1.18 -0.07
H 1.05 -2.78 -0.21 0.36
H -0.98 1.61 1.26 -0.05
```

Computed properties:
Frontier orbital gap = 10.7 eV
HOMO = -10.3201 eV

## x
# C2H3BrSi

A 3-piece molecular cluster, C2H3BrSi overall (ωB97M-V/def2-TZVPD, the Open Molecules 2025 dataset).

Geometry as XYZ:
```
7
Properties=species:S:1:pos:R:3:mulliken_charge:R:1
Br 3.21 0.03 0.03 -0.17
Si 1.01 -0.32 -0.36 0.13
C 0.41 1.45 -0.02 -0.73
C 0.30 2.64 0.15 0.37
H 1.59 -3.70 -0.67 -0.02
H 0.47 3.61 0.54 0.38
H 2.70 -3.65 -0.83 0.04
```

Computed properties:
Frontier orbital gap = 8.1 eV
HOMO = -9.3468 eV

What should be chosen as the least stable of them? Choose x.

## w
# CH10N2O3

A 4-piece molecular cluster, CH10N2O3 overall (ωB97M-V/def2-TZVPD, the Open Molecules 2025 dataset).

Geometry as XYZ:
```
16
Properties=species:S:1:pos:R:3:mulliken_charge:R:1
O 0.53 -1.68 0.61 -0.58
O -2.36 -0.93 0.24 -0.69
O 2.17 0.79 1.69 -0.64
N -0.61 0.03 -1.83 -0.83
N 0.00 1.66 -0.32 -0.31
C 0.27 0.60 -1.11 -0.04
H -0.26 -0.83 -2.26 0.21
H -0.33 -1.44 0.23 0.34
H 0.61 1.90 0.43 0.23
H -3.22 -0.63 0.57 0.30
H 2.63 0.20 2.29 0.30
H -2.19 -0.45 -0.60 0.39
H 1.75 0.12 1.11 0.31
H 1.32 0.29 -1.17 0.50
H 0.35 -2.44 1.17 0.30
H -0.86 2.17 -0.42 0.23
```

Computed properties:
Frontier orbital gap = 10.2 eV
HOMO = -9.4529 eV

## x
# CH10N2O3

A 4-piece molecular cluster, CH10N2O3 overall (ωB97M-V/def2-TZVPD, the Open Molecules 2025 dataset).

Geometry as XYZ:
```
16
Properties=species:S:1:pos:R:3:mulliken_charge:R:1
O 2.42 0.16 1.04 -0.61
O -1.71 -0.63 0.77 -0.73
O 0.51 -1.86 1.78 -0.65
N 0.45 1.23 -0.78 -0.47
N -1.49 0.47 -1.83 -0.53
C -0.37 1.07 -1.91 -0.04
H -0.08 1.50 0.02 0.25
H 3.27 0.52 1.28 0.28
H 1.20 0.58 -0.61 0.26
H 2.08 -0.31 1.82 0.31
H -2.48 -0.32 1.24 0.28
H -2.04 0.69 -2.66 0.20
H 0.01 1.54 -2.82 0.34
H -1.95 -0.47 -0.17 0.39
H -0.29 -1.42 1.42 0.41
H 0.47 -2.75 1.42 0.30
```

Computed properties:
Frontier orbital gap = 10.4 eV
HOMO = -9.4804 eV

What should be chosen as the least stable of them? Choose x.

## w
# C22H24N4O3S

One molecule with the formula C22H24N4O3S (ωB97M-V/def2-TZVPD, the Open Molecules 2025 dataset).

Geometry as XYZ:
```
54
Properties=species:S:1:pos:R:3:mulliken_charge:R:1
S -1.50 2.60 -1.84 -0.17
O 0.79 2.94 2.91 -0.66
O -2.84 2.57 0.80 -0.58
O 0.24 -2.84 -1.53 -0.43
N 0.02 0.04 0.53 -0.29
N -0.29 1.29 0.17 -0.28
N -0.96 -0.06 -1.43 0.32
N -1.07 1.61 2.94 -0.14
C -0.58 0.35 3.31 0.37
C -0.37 2.73 2.67 0.81
C 0.27 -2.20 4.00 -0.50
C -0.87 1.23 -1.00 0.13
C 2.41 -1.77 -1.18 -0.81
C 0.72 0.15 3.74 -0.26
C -0.27 -2.25 -0.35 -0.86
C 3.22 -2.92 -3.56 -0.54
C 1.14 -1.12 4.08 -0.71
C -1.03 -1.99 3.59 -0.68
C 1.94 -3.16 -3.11 0.85
C -1.89 3.31 0.79 0.74
C -1.46 -0.73 3.25 -0.27
C 0.98 -4.02 -3.87 -1.31
C -0.38 -0.77 -0.41 0.33
C -0.52 -0.23 -3.83 -0.94
C 1.53 -2.57 -1.90 1.00
C -1.49 -0.52 -2.69 -0.74
C -1.22 3.78 -0.49 -0.81
C -1.27 3.83 2.05 -0.99
C 4.10 -2.13 -2.84 -0.70
C 3.69 -1.56 -1.65 -0.83
H -0.93 -0.60 -4.76 0.36
H -1.26 -2.69 -0.23 0.34
H -1.72 -2.83 3.53 0.40
H 0.34 -2.51 0.53 0.39
H 2.11 -1.32 -0.25 0.57
H -1.68 -1.59 -2.60 0.33
H -1.65 4.73 -0.81 0.48
H 4.37 -0.94 -1.09 0.42
H -0.15 3.89 -0.34 0.41
H 0.44 -0.73 -3.65 0.16
H -0.65 4.71 1.87 0.34
H -0.35 0.84 -3.92 0.41
H 0.11 -3.43 -4.17 0.21
H -2.44 0.01 -2.86 0.47
H 0.62 -4.83 -3.24 0.30
H 5.10 -1.96 -3.22 0.38
H -2.05 4.06 2.77 0.38
H 0.61 -3.19 4.27 0.41
H 1.45 -4.43 -4.75 0.40
H -2.48 -0.57 2.91 0.37
H 3.54 -3.37 -4.49 0.37
H 2.16 -1.28 4.40 0.39
H -2.02 1.59 2.58 0.19
H 1.40 0.98 3.78 0.49
```

Computed properties:
Frontier orbital gap = 8.6 eV
HOMO = -8.0994 eV

## x
# C22H24N4O3S

One molecule with the formula C22H24N4O3S (ωB97M-V/def2-TZVPD, the Open Molecules 2025 dataset).

Geometry as XYZ:
```
54
Properties=species:S:1:pos:R:3:mulliken_charge:R:1
S 1.34 -2.19 0.77 -0.28
O -2.40 1.48 -3.64 -0.70
O 7.75 0.09 2.61 -0.45
O -7.14 0.33 2.18 -0.43
N -3.97 0.45 -2.39 -0.02
N 2.49 -0.25 -0.47 -0.34
N -1.80 0.79 -1.56 0.04
N 0.48 -0.89 -1.47 0.05
C -4.43 1.14 -0.08 0.29
C -2.70 0.94 -2.59 0.34
C -0.83 -1.44 -1.28 -1.52
C 7.60 -1.05 3.43 -0.81
C -6.74 -0.39 -0.13 -0.42
C 3.34 -0.61 0.54 -0.05
C 1.43 -0.97 -0.51 0.74
C 4.59 0.12 0.70 0.45
C 0.48 0.28 -2.33 -0.83
C 6.00 1.96 0.07 -0.53
C -5.24 1.08 1.03 -0.85
C -4.75 0.42 -1.23 -0.25
C 6.74 0.41 1.75 0.92
C -8.33 -0.42 2.23 -0.86
C 4.82 1.25 -0.07 -0.78
C 2.88 -1.63 1.32 -0.66
C -0.47 1.34 -1.76 -0.93
C -1.79 -0.38 -0.70 -0.19
C -6.41 0.31 1.02 0.80
C 5.56 -0.30 1.62 -0.41
C -5.92 -0.33 -1.24 -0.81
C 6.96 1.55 0.97 -0.61
H 1.49 0.67 -2.39 0.48
H -0.78 -2.31 -0.61 0.51
H -1.43 -0.08 0.29 0.14
H 4.07 1.56 -0.78 0.48
H 7.89 2.08 1.09 0.43
H -4.50 0.44 -3.26 0.28
H -9.05 -0.07 1.48 0.34
H -3.55 1.76 -0.07 0.46
H -0.10 1.69 -0.79 0.37
H -8.14 -1.49 2.08 0.34
H -5.00 1.64 1.92 0.43
H 6.74 -0.95 4.10 0.33
H -2.79 -0.80 -0.60 0.59
H 7.49 -1.96 2.83 0.32
H 3.32 -2.09 2.18 0.40
H -8.73 -0.26 3.22 0.24
H 6.18 2.84 -0.54 0.38
H -1.21 -1.77 -2.25 0.36
H 5.38 -1.18 2.21 0.30
H 8.51 -1.11 4.02 0.23
H -6.20 -0.88 -2.13 0.40
H -7.64 -0.98 -0.17 0.39
H -0.56 2.18 -2.45 0.56
H 0.13 -0.02 -3.32 0.33
```

Computed properties:
Frontier orbital gap = 8.1 eV
HOMO = -7.5629 eV

What should be chosen as the least stable of them? Choose x.

## w
# C5H15N2O

A 2-piece molecular cluster, C5H15N2O overall (ωB97M-V/def2-TZVPD, the Open Molecules 2025 dataset).

Geometry as XYZ:
```
23
Properties=species:S:1:pos:R:3:mulliken_charge:R:1
O -0.85 0.34 0.81 -0.60
N 0.78 0.63 -1.26 0.14
N 0.18 -2.41 3.08 -0.60
C -0.73 -1.03 1.31 -0.30
C 0.23 0.52 -2.63 -0.33
C -0.76 1.67 -2.85 -1.04
C 1.95 1.04 -1.00 -0.10
C -0.27 -1.05 2.75 -0.58
H -1.11 0.90 1.55 0.31
H -1.69 -1.53 1.18 0.26
H -1.33 1.50 -3.77 0.34
H -0.23 2.62 -2.93 0.32
H 0.48 -2.45 4.05 0.25
H 2.65 1.24 -1.80 0.25
H 2.26 1.17 0.02 0.27
H 0.11 0.55 -0.45 0.26
H 0.05 -1.51 0.72 0.30
H -1.49 1.73 -2.04 0.33
H -1.04 -0.66 3.43 0.34
H 1.07 0.62 -3.31 0.31
H -0.27 -0.44 -2.70 0.30
H 0.59 -0.38 2.84 0.36
H -0.59 -3.06 3.01 0.23
```

Computed properties:
Frontier orbital gap = 8.4 eV
Net charge = +1
HOMO = -12.6938 eV

## x
# C5H15N2O

An isolated ion of composition C5H15N2O and charge +1 (ωB97M-V/def2-TZVPD, the Open Molecules 2025 dataset).

Geometry as XYZ:
```
23
Properties=species:S:1:pos:R:3:mulliken_charge:R:1
O -0.09 0.76 2.86 -0.54
N 1.07 0.86 -1.90 -0.36
N -0.50 0.58 -0.09 -0.32
C -1.43 0.75 -1.26 -0.41
C 0.86 -0.97 1.34 -0.42
C -0.06 -0.84 0.19 -0.58
C -0.31 0.25 -2.36 -0.94
C 0.00 -0.60 2.61 -0.70
H -1.13 -0.79 2.65 0.24
H 1.52 1.51 -2.76 0.41
H -0.31 -0.80 -2.41 0.39
H 1.30 -1.94 1.44 0.39
H 1.71 -0.04 -1.82 0.38
H 0.25 -1.23 -0.84 0.31
H 0.47 0.89 3.63 0.35
H 1.03 1.26 -0.97 0.34
H -2.22 -0.01 -1.58 0.26
H -0.84 1.03 0.80 0.27
H -0.62 0.36 -3.38 0.52
H 0.45 -1.06 3.50 0.48
H 1.72 -0.22 1.40 0.21
H -1.83 1.75 -1.49 0.40
H -1.03 -1.49 0.44 0.31
```

Computed properties:
Frontier orbital gap = 10.0 eV
Net charge = +1
HOMO = -13.4265 eV

## y
# C5H15N2O

A 2-piece molecular cluster, C5H15N2O overall (ωB97M-V/def2-TZVPD, the Open Molecules 2025 dataset).

Geometry as XYZ:
```
23
Properties=species:S:1:pos:R:3:mulliken_charge:R:1
O -1.28 1.50 2.88 -0.71
N -1.84 -1.72 0.32 -0.78
N 1.91 0.50 -0.84 -0.28
C -0.40 -1.21 0.28 0.88
C 0.60 0.57 -1.54 0.51
C 0.53 1.41 -2.57 -0.95
C -0.08 -0.39 1.49 -1.39
C -0.28 -0.61 -1.20 -1.02
H -0.11 -1.43 -1.92 0.36
H 1.31 2.18 -2.80 0.24
H -0.40 1.29 -3.25 0.25
H 2.38 -0.42 -0.97 0.39
H -1.91 -2.28 1.26 0.28
H 1.01 -0.26 1.66 0.25
H 1.93 0.73 0.18 0.29
H -0.61 1.58 3.72 0.36
H 0.19 -2.22 0.26 0.16
H -0.57 -0.85 2.43 0.33
H -1.37 -0.23 -1.37 0.40
H -2.03 -2.35 -0.46 0.25
H -1.01 2.35 2.29 0.35
H 2.57 1.23 -1.29 0.42
H -0.53 0.63 1.47 0.43
```

Computed properties:
Frontier orbital gap = 8.7 eV
Net charge = +1
HOMO = -12.4584 eV

## z
# C5H15N2O

A 3-piece molecular cluster, C5H15N2O overall (ωB97M-V/def2-TZVPD, the Open Molecules 2025 dataset).

Geometry as XYZ:
```
23
Properties=species:S:1:pos:R:3:mulliken_charge:R:1
O -0.94 -0.52 -3.11 -0.52
N -2.14 0.85 1.08 -0.30
N 0.40 0.10 0.29 -0.32
C -3.11 0.64 2.18 -0.72
C 0.21 -0.42 -1.04 -0.24
C -1.06 0.02 -1.77 -0.46
C 3.73 -0.33 1.79 -0.46
C 3.68 -0.44 0.47 -0.39
H -2.93 1.32 3.04 0.29
H 0.55 -0.67 0.92 0.36
H -1.13 0.40 1.09 0.21
H 0.27 -1.54 -1.24 0.36
H -1.62 -0.18 -3.76 0.34
H -3.00 -0.42 2.42 0.30
H 4.60 -0.77 2.38 0.22
H 3.02 0.26 2.39 0.24
H -1.06 1.13 -1.66 0.33
H 2.97 0.22 -0.07 0.27
H 0.99 -0.09 -1.73 0.30
H 4.32 -1.27 -0.04 0.23
H -1.92 1.81 1.00 0.28
H -1.93 -0.35 -1.19 0.37
H -4.20 0.82 1.93 0.28
```

Computed properties:
Frontier orbital gap = 4.6 eV
Net charge = +1
HOMO = -13.5310 eV

What should be chosen as the least stable of them? Choose z.